Entry 1:
An isolated ion of composition C2H8N4 and charge +2 in a non-equilibrium geometry. Source: the OMol25 dataset; level of theory: wB97M-V/def2-TZVPD.

CARTESIAN COORDINATES (ANGSTROEM)
N1 2.414662 -0.182294 0.155979
N2 1.252623 0.424354 -0.353833
C1 0.107726 -0.232773 -0.251755
N3 -0.473567 -1.187818 0.306999
C2 -1.291519 -0.316889 -0.615413
N4 -2.350885 0.349843 0.281741
H1 2.916977 0.371350 1.076083
H2 3.304036 -0.284768 -0.505903
H3 2.172084 -1.118193 0.644068
H4 1.442830 1.202069 -0.957211
H5 -1.682816 -0.678586 -1.461046
H6 -3.374503 -0.017446 0.142004
H7 -2.538701 1.440141 0.294946
H8 -1.898941 0.231013 1.243335

Atomic forces in eV per Å
3.82 -0.28 3.70
1.65 0.19 0.09
-1.83 0.77 -0.68
0.12 -0.76 -0.38
1.24 1.20 4.34
-0.95 2.49 0.96
-1.91 -1.19 -2.83
-2.53 -0.07 0.92
0.43 1.23 -1.34
-0.32 0.30 -0.40
-1.30 -1.28 -3.21
2.38 0.07 0.68
0.84 -2.23 -0.85
-1.65 -0.43 -0.98

As for the structure (SMILES): [NH3+]NC1=N[C@H]1[NH3+]. For the total energy, the calculation gives -299.22808 Eh. The HOMO energy is -0.720 Ha. The value obtained for the LUMO energy is -7.9 eV. Its net charge is +2. The largest force on an atom is 5.33 eV/A. The molar mass comes out at 88.1 Da.


Entry 2:
C39H47CsGeN7O2S4 as an isolated structure in a non-equilibrium geometry. Source: the OMol25 dataset; level of theory: wB97M-V/def2-TZVPD.

CARTESIAN COORDINATES (ANGSTROEM)
Cs1 0.302053 1.492351 1.995278
N1 3.542952 1.081474 -1.858939
C1 2.841585 1.507229 -0.787621
N2 2.995716 1.312876 0.475720
C2 3.996261 0.406683 0.803171
N3 4.186349 -0.074440 1.972925
N4 3.274889 0.413041 2.897153
C3 3.710326 0.224829 4.087738
C4 2.934927 0.820909 5.167645
C5 3.491486 1.013630 6.424000
C6 2.738205 1.668556 7.444029
C7 1.468241 2.084523 7.126165
C8 1.047546 1.967891 5.796928
N5 1.724009 1.330386 4.874356
C9 4.846543 -0.099043 -0.296347
C10 5.835602 -1.053719 0.015041
C11 6.638203 -1.538040 -0.943337
C12 6.419479 -1.211170 -2.321052
C13 5.406436 -0.362065 -2.676918
C14 4.631675 0.239922 -1.645684
H1 3.268634 1.380079 -2.786410
H2 1.977291 2.112507 -1.043628
H3 4.676984 -0.339107 4.325373
H4 4.488297 0.653735 6.663315
H5 3.143505 1.855560 8.420673
H6 0.852299 2.582611 7.867655
H7 0.104414 2.421774 5.571908
H8 5.998865 -1.296678 1.096046
H9 7.498100 -2.097314 -0.684127
H10 7.112471 -1.547039 -3.082443
H11 5.288885 -0.037593 -3.682090
O1 -7.363706 -0.209810 3.886658
C15 -6.243164 0.113971 3.524424
S1 -5.229741 -0.811980 2.388866
C16 -3.793284 0.178376 2.422887
C17 -3.846465 1.242562 3.267538
S2 -2.556289 2.482445 3.550194
S3 -5.362378 1.497369 4.115339
S4 -2.405443 -0.374303 1.492204
C18 3.007382 -3.570063 0.832906
C19 1.548643 -3.450573 0.360992
C20 1.538089 -2.345000 -0.709433
C21 0.185790 -2.056677 -1.324136
Ge1 -0.797287 -3.050372 -2.619794
C22 -1.572370 -4.770534 -2.162684
C23 -2.459548 -4.618912 -0.812093
C24 -1.747135 -4.253378 0.493790
C25 -2.693848 -4.231528 1.671113
H12 3.285960 -4.458656 1.425644
H13 3.251044 -2.698690 1.480579
H14 3.675525 -3.661957 -0.029526
H15 0.869492 -3.214395 1.153127
H16 1.210908 -4.373564 -0.204827
H17 2.248068 -2.644267 -1.504291
H18 1.882793 -1.385106 -0.288483
H19 0.241249 -1.082284 -1.884330
H20 -0.500866 -1.759138 -0.454612
H21 0.049451 -3.296335 -3.883891
H22 -0.881403 -5.607081 -2.004765
H23 -2.226408 -5.164885 -2.927179
H24 -2.994666 -5.576932 -0.632363
H25 -3.245278 -3.843926 -0.920964
H26 -1.302373 -3.266983 0.335195
H27 -0.933760 -4.964703 0.610706
H28 -3.523484 -3.533753 1.457667
H29 -2.107332 -3.835274 2.516758
H30 -3.122370 -5.210286 1.946678
C26 -2.256210 -1.856730 -2.990771
C27 -3.139750 -1.048627 -2.979585
C28 -4.189575 -0.033022 -2.744789
C29 -4.296147 0.613294 -1.525792
C30 -5.290186 1.618226 -1.344510
C31 -6.153407 1.905936 -2.390827
C32 -6.070911 1.187563 -3.582155
C33 -5.140493 0.215457 -3.720217
H31 -3.687456 0.304103 -0.677358
H32 -5.328253 2.077978 -0.413498
H33 -6.901512 2.669417 -2.290328
H34 -6.664286 1.488508 -4.401073
H35 -5.106772 -0.388001 -4.636558
C34 -0.553995 0.886435 -1.473281
N6 -0.587773 2.261989 -1.758541
C35 -1.617556 3.071728 -1.079809
C36 -1.127411 4.481353 -0.884322
C37 -0.641260 5.017033 -2.160377
N7 0.354818 4.143028 -2.774789
C38 0.948696 4.731648 -3.953610
C39 0.378681 2.772390 -2.567449
O2 1.226106 2.069849 -3.072949
H36 -0.403202 0.342642 -2.395994
H37 -1.503977 0.533873 -1.076468
H38 0.265801 0.529711 -0.806630
H39 -1.836404 2.659452 -0.061650
H40 -2.517077 3.020256 -1.663511
H41 -0.288609 4.586036 -0.175572
H42 -1.988553 5.104906 -0.597118
H43 -0.165895 5.993045 -1.932214
H44 -1.480446 5.247481 -2.876882
H45 0.201962 5.332743 -4.543734
H46 1.267163 3.944967 -4.626754
H47 1.765819 5.407551 -3.607321

Atomic forces in eV per Å
-0.25 0.03 0.35
0.75 -0.28 0.31
-1.25 1.20 -0.53
0.74 -0.70 -0.25
0.08 -0.09 -1.06
-0.21 -0.05 0.19
1.26 -0.40 0.66
0.34 -0.51 -0.31
-0.27 0.69 1.17
-0.33 0.23 1.19
0.37 -0.76 -1.41
0.43 0.44 0.12
-0.03 -0.22 1.11
0.04 0.02 -0.62
0.23 -0.80 -0.18
-0.42 0.93 1.88
0.34 0.03 -2.40
0.35 0.07 1.09
-0.28 0.76 1.36
-0.17 -0.71 0.82
-0.39 -0.01 0.23
0.39 0.03 -0.18
-1.27 0.90 -0.46
-0.07 0.02 -0.19
0.22 -0.16 0.25
-0.04 -0.04 -0.19
-0.58 -0.07 -0.67
-0.24 0.23 -1.22
0.58 -0.78 0.16
-0.08 -0.22 0.06
-0.27 0.07 -0.74
0.49 0.20 -0.36
-0.10 -0.58 0.09
-0.64 -0.27 -0.06
0.58 0.54 0.61
1.14 0.65 -0.48
-0.91 -0.68 -0.09
0.07 0.31 0.16
-0.29 -0.14 -0.18
0.10 -0.35 0.80
1.06 -0.60 -1.91
0.07 -0.25 -0.40
-0.76 2.28 1.28
-0.28 -0.91 -0.65
-1.14 -0.27 2.45
-0.34 -0.37 -0.71
0.09 -0.32 -1.36
0.09 0.47 0.40
-0.65 0.15 0.01
0.14 -0.36 -0.69
0.00 0.54 0.03
-0.44 -0.05 0.52
0.26 0.72 1.02
-0.06 0.23 0.32
0.22 -0.31 0.05
0.37 -1.40 0.49
0.54 -0.47 -1.27
0.09 0.23 -0.12
0.40 0.43 0.10
-0.31 0.33 -0.47
0.20 0.40 -0.26
0.29 -0.38 -0.43
-0.14 -0.19 0.49
0.26 -0.11 0.39
0.37 -0.22 0.28
-0.61 -0.11 -0.02
0.28 0.22 -0.25
0.98 -0.87 -0.14
-1.75 1.61 0.75
0.73 -1.30 0.01
-0.74 0.81 0.50
0.94 -1.92 -1.85
0.34 -0.04 0.30
-0.10 0.96 0.98
0.78 -1.09 -1.52
0.16 0.18 -0.06
-0.27 0.87 1.49
-0.20 0.29 0.09
-0.86 -0.03 -0.75
0.07 0.38 0.28
0.24 -1.71 -0.11
0.03 1.50 0.78
0.85 -0.46 1.27
-0.76 0.17 0.41
0.29 1.11 -1.38
-0.86 0.42 0.01
0.05 0.56 -0.05
-1.57 1.44 0.39
1.16 -0.89 -1.10
-0.06 0.11 -0.32
0.05 0.17 0.27
-0.45 0.59 -0.16
0.07 -0.15 -0.90
-0.64 0.17 -0.23
-0.58 -0.37 0.19
0.44 -0.19 0.43
-0.02 -0.33 -0.45
0.61 -0.37 0.45
0.47 -0.40 0.76
0.54 -0.02 0.08
-0.32 -0.44 -0.75

For the total energy, the calculation gives -5737.90881 Eh. The HOMO energy is -0.104 Ha. The value obtained for the LUMO energy is 1.4 eV. Its net charge is -1. The largest force on an atom is 2.83 eV/A. The molar mass comes out at 979.6 Da.


Entry 3:
A 2-piece molecular cluster, C2H9NO overall in a non-equilibrium geometry. Source: the OMol25 dataset; level of theory: wB97M-V/def2-TZVPD.

CARTESIAN COORDINATES (ANGSTROEM)
C1 -1.099270 1.269460 -1.048591
C2 -0.486299 -0.117464 -0.835201
N1 0.768187 -0.183021 -1.579461
H1 -2.133529 1.243155 -0.676709
H2 -0.637082 2.000274 -0.382083
H3 -1.047650 1.520175 -2.095796
H4 -0.385810 -0.506235 0.183182
H5 -1.253293 -0.788647 -1.249808
H6 1.530666 0.119447 -0.991070
H7 1.074389 -1.076929 -1.959216
O1 1.618559 -1.191556 3.380518
H8 1.186964 -0.523799 3.930464
H9 0.864168 -1.764860 3.323771

Atomic forces in eV per Å
-0.35 -0.46 2.02
-0.63 -0.65 -1.03
0.60 -0.20 -0.21
0.00 0.04 -0.43
0.36 0.27 -0.49
0.02 0.24 -0.14
-0.02 0.72 0.29
0.58 -0.21 -0.35
0.08 0.20 0.05
-0.63 0.05 0.30
-0.33 0.66 0.48
0.66 0.45 0.02
-0.34 -1.10 -0.51

As for the structure (SMILES): CCN.O. For the total energy, the calculation gives -211.56782 Eh. The HOMO energy is -0.336 Ha. The value obtained for the LUMO energy is 0.8 eV. The largest force on an atom is 2.10 eV/A. The molar mass comes out at 63.1 Da.


Entry 4:
One molecule with the formula C3H4N2O in a non-equilibrium geometry. Source: the OMol25 dataset; level of theory: wB97M-V/def2-TZVPD.

CARTESIAN COORDINATES (ANGSTROEM)
H1 -2.168799 -0.874313 1.892925
N1 -1.152602 -0.825222 1.895598
C1 -0.751414 -0.150982 0.912802
O1 0.581898 0.112154 0.797311
C2 1.131975 -0.019246 -0.491978
C3 0.484302 0.810895 -1.528649
N2 -0.033056 1.423277 -2.360949
H2 -1.363361 0.311875 0.125622
H3 1.090477 -1.059735 -0.832403
H4 2.180579 0.271297 -0.410279

Atomic forces in eV per Å
0.03 -0.01 -0.02
0.05 0.34 -0.34
-0.19 -0.17 0.22
0.00 -0.02 0.05
0.17 -0.06 -0.19
-0.50 0.56 -0.65
0.48 -0.54 0.79
0.06 -0.16 0.12
0.01 0.05 0.05
-0.12 -0.01 -0.03

As for the structure (SMILES): [H]/N=C/OCC#N. For the total energy, the calculation gives -301.42207 Eh. The HOMO energy is -0.404 Ha. The value obtained for the LUMO energy is 0.7 eV. The largest force on an atom is 1.07 eV/A. The molar mass comes out at 84.1 Da.


Entry 5:
C4H8N2O3 as an isolated structure in a non-equilibrium geometry. Source: the OMol25 dataset; level of theory: wB97M-V/def2-TZVPD.

CARTESIAN COORDINATES (ANGSTROEM)
C1 0.029514 -1.175383 -1.332103
N1 -0.760848 -0.228401 0.044269
C2 -1.075754 -0.874878 1.219629
C3 0.473264 1.119215 -0.088734
N2 0.090643 2.061896 -0.944527
C4 1.489428 0.964985 0.734423
O1 0.419892 -0.266171 -2.134996
O2 -0.045357 -1.621734 1.680610
O3 -2.150571 -0.812046 1.770096
H1 -0.358022 -2.069631 2.481217
H2 -1.596394 0.191326 -0.350288
H3 0.439511 1.957108 -1.890479
H4 -0.824659 2.489176 -0.915847
H5 -0.782294 -1.855684 -1.646568
H6 0.804221 -1.710733 -0.756656
H7 2.298555 1.681110 0.696070
H8 1.548871 0.149844 1.433883

Atomic forces in eV per Å
1.42 0.72 -2.19
1.49 1.74 -0.51
-0.34 0.03 0.85
-1.19 -1.56 1.75
0.13 0.68 -1.00
-0.36 0.03 -0.22
-0.62 -1.48 0.47
-0.15 0.17 -0.12
0.29 -0.23 -0.16
-0.03 0.12 -0.07
-0.03 -0.05 0.11
-0.20 -0.38 0.08
0.17 -0.16 0.41
-0.28 0.26 0.30
-0.23 0.18 0.40
-0.16 0.17 0.11
0.11 -0.27 -0.21

For the total energy, the calculation gives -492.35579 Eh. The HOMO energy is -0.314 Ha. The value obtained for the LUMO energy is 0.5 eV. The largest force on an atom is 2.71 eV/A. The molar mass comes out at 132.1 Da.


Entry 6:
One molecule with the formula C6H5NO4 in a non-equilibrium geometry. Source: the OMol25 dataset; level of theory: wB97M-V/def2-TZVPD.

CARTESIAN COORDINATES (ANGSTROEM)
O1 1.456565 -2.609343 1.648641
N1 1.723078 -1.918406 0.607875
O2 2.670365 -2.063370 -0.093947
C1 0.790260 -0.793125 0.452734
C2 0.793967 0.166248 1.328522
C3 -0.078099 1.285031 1.107550
C4 -0.906484 1.392819 0.013329
O3 -1.723534 2.397207 -0.230834
C5 -0.860560 0.265182 -1.000030
O4 -1.657415 0.390630 -2.003365
C6 -0.003792 -0.810274 -0.696929
H1 1.285601 0.105933 2.180507
H2 0.072923 1.952117 1.896950
H3 -2.307329 2.222262 -1.188811
H4 -1.537038 -0.474396 -2.664209
H5 0.281494 -1.508515 -1.357982

Atomic forces in eV per Å
0.90 1.17 -2.55
-1.60 -1.14 4.28
0.56 -0.22 -1.01
0.07 -2.18 -2.88
-3.42 3.00 -1.82
0.84 -1.56 -0.42
0.98 -3.30 -1.71
-3.19 0.70 -3.80
3.05 0.22 5.53
-1.24 -3.22 -5.13
-1.06 3.62 1.17
2.45 -0.11 3.73
-0.70 1.69 0.67
2.70 0.48 4.13
-0.59 3.46 2.49
0.25 -2.61 -2.69

As for the structure (SMILES): O=[N+]([O-])c1ccc(O)c(O)c1. For the total energy, the calculation gives -587.18081 Eh. The HOMO energy is -0.320 Ha. The value obtained for the LUMO energy is -0.1 eV. The largest force on an atom is 6.32 eV/A. The molar mass comes out at 155.1 Da.


Entry 7:
A 2-piece molecular cluster, C14H16O2 overall in a non-equilibrium geometry. Source: the OMol25 dataset; level of theory: wB97M-V/def2-TZVPD.

CARTESIAN COORDINATES (ANGSTROEM)
C1 -2.954238 3.493697 3.473313
C2 -3.106200 2.124773 2.955499
C3 -1.844938 1.422425 2.753147
C4 -1.938912 0.083283 2.572719
C5 -3.075383 -0.634026 2.236501
O1 -3.067841 -1.992199 2.081998
C6 -4.264004 0.059502 2.487002
C7 -4.277168 1.398194 2.907334
H1 -3.908879 4.035930 3.627980
H2 -2.257917 4.179215 2.908094
H3 -2.443926 3.630124 4.433376
H4 -0.891366 1.899553 2.884142
H5 -1.053401 -0.537742 2.630033
H6 -3.987377 -2.182653 1.876044
H7 -5.206504 -0.481629 2.392587
H8 -5.257549 1.823672 3.153532
C8 2.233832 -1.854077 -5.067885
C9 2.864160 -1.478310 -3.754674
C10 2.631607 -0.141306 -3.347471
C11 2.991527 0.299809 -2.100765
C12 3.696057 -0.563652 -1.274058
O2 4.281808 0.011358 -0.146401
C13 3.839376 -1.921968 -1.532425
C14 3.378909 -2.345186 -2.813675
H9 2.577683 -1.032253 -5.730610
H10 1.165681 -1.812538 -5.029634
H11 2.549645 -2.853581 -5.431452
H12 2.062704 0.502909 -4.000430
H13 2.824178 1.317491 -1.800124
H14 4.227340 -0.655385 0.552417
H15 4.456723 -2.451861 -0.838653
H16 3.754361 -3.343563 -3.057463

Atomic forces in eV per Å
-0.01 2.93 0.32
2.59 -0.85 0.35
-3.08 0.67 0.53
2.04 -2.09 -1.20
-1.52 1.50 2.13
0.12 0.56 -0.50
-0.11 -0.42 -0.49
-0.28 -0.21 -0.64
0.38 -0.30 -0.39
-0.98 -0.83 -0.32
-0.21 -0.96 0.33
0.11 0.20 0.13
0.40 0.14 -0.20
-0.03 -0.60 -0.04
0.03 0.16 0.08
0.55 0.10 -0.08
1.80 0.08 -0.54
-1.43 0.60 0.94
-0.25 -0.89 0.08
0.52 -0.09 -0.44
0.21 0.00 1.15
-0.61 -0.58 -0.06
-0.64 2.06 -1.72
2.01 -0.81 1.04
-0.35 -0.86 -0.30
-0.69 -0.06 0.15
-0.12 0.70 0.07
0.09 0.19 -0.18
0.01 0.22 0.17
0.25 0.28 -0.01
0.06 -0.86 0.00
-0.85 0.03 -0.34

As for the structure (SMILES): Cc1ccc(O)cc1.Cc1ccc(O)cc1. For the total energy, the calculation gives -693.50502 Eh. The HOMO energy is -0.305 Ha. The value obtained for the LUMO energy is 0.7 eV. The largest force on an atom is 3.20 eV/A. The molar mass comes out at 216.3 Da.


Entry 8:
A 2-piece molecular cluster, C2H5O overall in a non-equilibrium geometry. Source: the OMol25 dataset; level of theory: wB97M-V/def2-TZVPD.

CARTESIAN COORDINATES (ANGSTROEM)
O1 -1.958457 -0.141167 0.748940
H1 -1.406065 -0.909082 0.972618
C1 1.541068 -0.296430 -0.346864
C2 0.511072 0.512457 -0.542251
H2 1.420726 -1.307342 0.000163
H3 2.585957 -0.046051 -0.493440
H4 -0.584005 0.265245 -0.250456
H5 0.484008 1.557310 -0.873674

Atomic forces in eV per Å
0.06 -0.32 0.03
-0.33 0.22 0.05
0.41 0.40 -0.25
-1.96 0.23 0.30
-0.39 -0.32 0.20
0.11 0.34 -0.20
1.02 -0.38 -0.06
1.07 -0.18 -0.07

For the total energy, the calculation gives -154.37780 Eh. The HOMO energy is -0.086 Ha. The value obtained for the LUMO energy is 4.5 eV. Its net charge is -1. The largest force on an atom is 2.00 eV/A. The molar mass comes out at 45.1 Da.


Summary of energy above the lowest of the compared OMol25 structures with the same formula, charge and spin in kcal/mol
98.2, 24.3, 10.8, 40.9, 92.4, 97.7, 32.3, 22.2
(order as listed above)